1.
Formula: C6H16N2
Source: OMol25
Level of theory: ωB97M-V/def2-TZVPD

Each atom is followed by the atoms it is bonded to, with distances in Å.
CARTESIAN COORDINATES (ANGSTROEM)
1 C 3.242 0.372 -0.689  C2 1.529, H9 1.092, H10 1.090, H11 1.094
2 C 1.934 -0.200 -0.144  C1 1.529, N3 1.378, H12 1.114, H13 1.110
3 N 0.839 0.612 -0.346  C2 1.378, C6 1.374
4 C -1.974 -0.149 2.042  C5 1.516, H15 1.082, H16 1.084, H17 1.100
5 C -0.557 -0.086 1.507  C4 1.516, C6 1.571, H18 1.084, H19 1.092
6 C -0.435 0.208 -0.032  N3 1.374, C5 1.571, C7 1.587, H20 1.096
7 C -0.872 -0.990 -0.978  C6 1.587, N8 1.403, H21 1.082, H22 1.100
8 N -2.207 -1.318 -0.700  C7 1.403, H24 1.024
9 H 3.627 1.143 -0.019  C1 1.092
10 H 4.014 -0.387 -0.812  C1 1.090
11 H 3.043 0.836 -1.661  C1 1.094
12 H 1.741 -1.231 -0.520  C2 1.114
13 H 2.020 -0.330 0.956  C2 1.110
14 H -1.014 2.745 -2.180  H23 0.758
15 H -2.637 0.529 1.520  C4 1.082
16 H -1.943 -0.008 3.116  C4 1.084
17 H -2.440 -1.119 1.818  C4 1.100
18 H -0.024 0.708 2.017  C5 1.084
19 H 0.082 -0.945 1.721  C5 1.092
20 H -1.065 1.069 -0.282  C6 1.096
21 H -0.701 -0.720 -2.012  C7 1.082
22 H -0.243 -1.858 -0.731  C7 1.100
23 H -1.722 2.545 -2.000  H14 0.758
24 H -2.706 -1.426 -1.588  N8 1.024

The calculation puts the calculated total energy at -347.2288 hartree. For the gap between HOMO and LUMO (alpha / beta), the calculation gives 7.002 / 7.231 eV. The value obtained for the energy above the lowest of the compared OMol25 structures with the same formula, charge and spin is 117.7 kcal per mole. The value obtained for the LUMO energy (alpha / beta) is -7.70 / -7.51 eV. As for the total charge: +1. As for the highest occupied orbital energy (alpha / beta): -14.700 / -14.741 eV. As for the spin multiplicity: 2.

***

2.
Formula: C5H12N2
Source: OMol25
Level of theory: ωB97M-V/def2-TZVPD

Each atom is followed by the atoms it is bonded to, with distances in Å.
CARTESIAN COORDINATES (ANGSTROEM)
1 H 1.662 0.366 -1.620  N2 1.017
2 N 1.168 -0.510 -1.774  H1 1.017, C3 1.267
3 C 0.445 -0.882 -0.802  N2 1.267, C4 1.504, N5 1.394
4 C -0.308 -2.174 -0.967  C3 1.504, H9 1.089, H10 1.086, H11 1.090
5 N 0.278 -0.214 0.410  C3 1.394, C6 1.454, C7 1.413
6 C -0.719 -0.665 1.367  N5 1.454, H12 1.096, H13 1.090, H14 1.089
7 C 0.819 1.077 0.607  N5 1.413, C8 1.719, H15 1.091, H16 1.124
8 C -0.171 2.320 -0.049  C7 1.719, H17 1.088, H18 1.087, H19 1.086
9 H -1.382 -2.025 -0.865  C4 1.089
10 H -0.099 -2.558 -1.961  C4 1.086
11 H 0.013 -2.910 -0.230  C4 1.090
12 H -1.740 -0.503 1.005  C6 1.096
13 H -0.589 -1.722 1.597  C6 1.090
14 H -0.591 -0.115 2.298  C6 1.089
15 H 0.930 1.298 1.669  C7 1.091
16 H 1.482 1.525 -0.183  C7 1.124
17 H -0.364 2.132 -1.102  C8 1.088
18 H 0.277 3.298 0.108  C8 1.087
19 H -1.111 2.261 0.493  C8 1.086

The calculation puts the calculated total energy at -307.1661 hartree. For the gap between HOMO and LUMO, the calculation gives 9.159 eV. The value obtained for the energy above the lowest of the compared OMol25 structures with the same formula, charge and spin is 39.7 kcal per mole. As for the SMILES: [H]/N=C(/C)N(C)CC. The value obtained for the LUMO energy is 0.89 eV. As for the highest occupied orbital energy: -8.270 eV.